Density functional theory data (ωB97M-V/def2-TZVPD) for a molecular structure, C3H5LuO3.

Positions of all 12 atoms, in Å:
C1 -0.313 0.940 -0.681
H1 1.734 1.630 -0.642
C2 0.391 -0.549 1.294
O1 -1.411 0.210 -0.478
O2 1.190 -0.823 2.294
C3 1.076 0.955 -1.207
H2 0.116 0.300 -1.967
H3 -0.565 2.005 -0.507
O3 1.025 0.038 0.359
H4 0.730 -1.409 2.908
H5 1.163 1.538 -2.134
Lu1 -1.951 -1.386 0.669

## Properties
Lowest unoccupied orbital energy in eV: -11.5308
HOMO-LUMO gap in eV: 4.460
Energy in eV: -42926.1571
Largest force on an atom in hartree/bohr: 0.151
Energy above the lowest of the compared OMol25 structures with the same formula, charge and spin in eV: 9.2202
Charge: +2